No. 1
Formula: H4N5
Source: OMol25
Level of theory: ωB97M-V/def2-TZVPD

Output
- calculated total energy (Eh) = -275.749934
- max |F| (eV/Å) = 3.545
- lowest unoccupied orbital energy (Eh) = -0.2155
- structure (SMILES) = N#[N+]N(N)N
- HOMO (eV) = -15.9038
- energy above the lowest of the compared OMol25 structures with the same formula, charge and spin (eV) = 3.7442

```
! RIJCOSX wB97M-V def2-TZVPD def2/J DEFGRID3
* xyz 1 1
N 2.48 -0.26 -0.07
N 1.40 -0.01 -0.25
N 0.08 0.11 -0.33
N -0.38 1.34 -0.03
N -0.64 -1.04 -0.04
H -0.43 1.38 1.02
H -1.24 1.57 -0.58
H -0.59 -1.32 0.94
H -0.69 -1.76 -0.67
*
```


No. 2
Formula: H4N5
Source: OMol25
Level of theory: ωB97M-V/def2-TZVPD

Output
- calculated total energy (Eh) = -275.721943
- max |F| (eV/Å) = 9.506
- lowest unoccupied orbital energy (spin up / spin down) (Eh) = -0.1439 / -0.3116
- HOMO (spin up / spin down) (eV) = -12.9881 / -16.0963
- energy above the lowest of the compared OMol25 structures with the same formula, charge and spin (eV) = 0.0208

```
! RIJCOSX wB97M-V def2-TZVPD def2/J DEFGRID3
* xyz 1 3
N 3.78 1.47 0.43
N -0.22 1.64 -0.25
N 2.94 0.93 0.03
N -0.10 -0.67 0.15
N 0.40 0.61 0.10
H -1.21 1.53 -0.50
H -1.10 -0.88 -0.05
H 0.51 -1.47 0.46
H 1.59 0.68 0.06
*
```


No. 3
Formula: H4NO2P2
Source: OMol25
Level of theory: ωB97M-V/def2-TZVPD

Output
- calculated total energy (Eh) = -890.457812
- max |F| (eV/Å) = 4.323
- lowest unoccupied orbital energy (Eh) = 0.1651
- structure (SMILES) = N[P@](=O)([O-])P
- HOMO (eV) = -4.1819
- energy above the lowest of the compared OMol25 structures with the same formula, charge and spin (eV) = 0.6032

```
! RIJCOSX wB97M-V def2-TZVPD def2/J DEFGRID3
* xyz -1 1
N -1.16 -0.57 0.81
P 0.20 -0.50 -0.17
O -0.19 -0.38 -1.64
O 1.25 -1.47 0.11
P 0.77 1.56 0.46
H -1.26 -1.48 1.31
H -1.93 -0.55 0.12
H 0.37 2.29 -0.82
H 1.96 1.09 -0.16
*
```


No. 4
Formula: H4NO2PS
Source: OMol25
Level of theory: ωB97M-V/def2-TZVPD

Output
- calculated total energy (Eh) = -947.110473
- max |F| (eV/Å) = 4.379
- lowest unoccupied orbital energy (Eh) = -0.0120
- structure (SMILES) = O=PS.NO
- HOMO (eV) = -9.5419
- energy above the lowest of the compared OMol25 structures with the same formula, charge and spin (eV) = 4.2931

```
! RIJCOSX wB97M-V def2-TZVPD def2/J DEFGRID3
* xyz 0 1
O 0.79 1.49 -3.18
P -0.44 1.68 -2.50
S -0.16 3.20 -1.02
H -1.32 3.81 -0.94
N 0.48 -1.26 0.62
O 0.44 -0.47 -0.61
H -0.57 -1.48 0.82
H 0.90 -0.55 1.24
H 0.91 -1.01 -1.16
*
```


No. 5
Formula: H4NO2SSi
Source: OMol25
Level of theory: ωB97M-V/def2-TZVPD

Output
- calculated total energy (Eh) = -895.329444
- max |F| (eV/Å) = 2.339
- lowest unoccupied orbital energy (Eh) = 0.1270
- HOMO (eV) = -4.5161
- energy above the lowest of the compared OMol25 structures with the same formula, charge and spin (eV) = 1.1985

```
! RIJCOSX wB97M-V def2-TZVPD def2/J DEFGRID3
* xyz -1 1
N -1.60 1.35 -0.57
O 0.86 -1.34 -1.07
O -2.77 -0.03 1.03
Si 1.43 -0.56 0.11
S -1.78 -0.08 -0.05
H -0.86 1.41 -1.25
H 2.44 -1.28 0.94
H 2.03 0.76 -0.21
H 0.25 -0.23 1.08
*
```


No. 6
Formula: H4NP3
Source: OMol25
Level of theory: ωB97M-V/def2-TZVPD

Output
- calculated total energy (Eh) = -1081.119533
- max |F| (eV/Å) = 3.134
- lowest unoccupied orbital energy (Eh) = -0.0230
- structure (SMILES) = N=P#[PH]P
- HOMO (eV) = -7.9819
- energy above the lowest of the compared OMol25 structures with the same formula, charge and spin (eV) = 0.8930

```
! RIJCOSX wB97M-V def2-TZVPD def2/J DEFGRID3
* xyz 0 1
N -1.83 -1.30 1.60
P -0.34 -1.01 1.89
P 1.02 0.72 0.97
P 1.04 0.02 -1.10
H -2.46 -0.86 0.92
H 2.10 0.00 1.08
H -0.03 0.79 -1.44
H 2.20 0.39 -1.81
*
```


No. 7
Formula: H4NS
Source: OMol25
Level of theory: ωB97M-V/def2-TZVPD

Output
- calculated total energy (Eh) = -455.372942
- max |F| (eV/Å) = 0.810
- lowest unoccupied orbital energy (Eh) = 0.1789
- HOMO (eV) = -2.5803
- energy above the lowest of the compared OMol25 structures with the same formula, charge and spin (eV) = 0.0478

```
! RIJCOSX wB97M-V def2-TZVPD def2/J DEFGRID3
* xyz -1 1
N 1.19 0.51 -1.72
H 0.62 1.32 -1.93
H 0.89 0.22 -0.78
H 1.01 -0.23 -2.39
S -0.68 -0.35 1.03
H -1.08 0.54 1.96
*
```


No. 8
Formula: H4O2
Source: OMol25
Level of theory: ωB97M-V/def2-TZVPD

Output
- calculated total energy (Eh) = -152.859572
- max |F| (eV/Å) = 3.870
- lowest unoccupied orbital energy (Eh) = 0.0292
- structure (SMILES) = O.O
- HOMO (eV) = -11.3142
- energy above the lowest of the compared OMol25 structures with the same formula, charge and spin (eV) = 0.4181

```
! RIJCOSX wB97M-V def2-TZVPD def2/J DEFGRID3
* xyz 0 1
O 0.36 1.06 1.20
H -0.01 0.64 2.02
H 1.22 0.73 1.14
O -0.77 -0.53 -1.33
H -0.10 -0.89 -0.81
H -0.71 -1.01 -2.22
*
```


No. 9
Formula: H4O2
Source: OMol25
Level of theory: ωB97M-V/def2-TZVPD

Output
- calculated total energy (Eh) = -152.865490
- max |F| (eV/Å) = 2.083
- lowest unoccupied orbital energy (Eh) = 0.0225
- structure (SMILES) = O.O
- HOMO (eV) = -11.5299
- energy above the lowest of the compared OMol25 structures with the same formula, charge and spin (eV) = 0.2570

```
! RIJCOSX wB97M-V def2-TZVPD def2/J DEFGRID3
* xyz 0 1
O -1.63 -0.02 0.03
H -1.08 0.79 -0.07
H -0.93 -0.57 -0.35
O 1.53 -0.07 -0.09
H 1.16 -0.39 0.76
H 1.64 0.86 0.12
*
```


No. 10
Formula: H4O2
Source: OMol25
Level of theory: ωB97M-V/def2-TZVPD

Output
- calculated total energy (Eh) = -152.860188
- max |F| (eV/Å) = 3.548
- lowest unoccupied orbital energy (Eh) = 0.0222
- structure (SMILES) = O.O
- HOMO (eV) = -10.9238
- energy above the lowest of the compared OMol25 structures with the same formula, charge and spin (eV) = 0.4013

```
! RIJCOSX wB97M-V def2-TZVPD def2/J DEFGRID3
* xyz 0 1
O 1.14 0.42 -0.27
H 1.60 0.75 -1.03
H 1.80 -0.18 0.20
O -1.87 -0.48 0.30
H -1.71 0.48 0.49
H -0.96 -0.99 0.31
*
```


No. 11
Formula: H4O2
Source: OMol25
Level of theory: ωB97M-V/def2-TZVPD

Output
- calculated total energy (Eh) = -152.859270
- max |F| (eV/Å) = 3.343
- lowest unoccupied orbital energy (Eh) = 0.0217
- structure (SMILES) = O.O
- HOMO (eV) = -11.4519
- energy above the lowest of the compared OMol25 structures with the same formula, charge and spin (eV) = 0.4263

```
! RIJCOSX wB97M-V def2-TZVPD def2/J DEFGRID3
* xyz 0 1
O 1.73 -0.13 -0.02
H 2.69 0.21 -0.08
H 1.37 0.76 0.23
O -1.84 0.00 -0.11
H -1.84 -0.69 0.57
H -1.38 0.78 0.28
*
```


No. 12
Formula: H4O2
Source: OMol25
Level of theory: ωB97M-V/def2-TZVPD

Output
- calculated total energy (Eh) = -152.866207
- max |F| (eV/Å) = 1.676
- lowest unoccupied orbital energy (Eh) = 0.0292
- structure (SMILES) = O.O
- HOMO (eV) = -11.1740
- energy above the lowest of the compared OMol25 structures with the same formula, charge and spin (eV) = 0.2376

```
! RIJCOSX wB97M-V def2-TZVPD def2/J DEFGRID3
* xyz 0 1
O -0.11 0.31 -1.48
H -0.43 -0.63 -1.56
H -0.88 0.87 -1.65
O 0.19 -0.28 1.73
H 0.84 0.30 2.13
H 0.39 -0.56 0.83
*
```